Record 1
{
  "formula": "C12H21N2O8P2Sn",
  "method": "the ωB97M-V functional and the def2-TZVPD basis",
  "gap_ev": [6.66, 7.48],
  "total_charge": 1,
  "elements": ["Sn", "O", "P", "O", "O", "O", "P", "O", "O", "O", "H", "H", "O", "C", "C", "C", "C", "C", "C", "N", "H", "H", "H", "H", "H", "H", "H", "H", "H", "H", "H", "C", "C", "C", "C", "C", "C", "N", "H", "H", "H", "H", "H", "H", "H", "H"],
  "positions_angstrom": [[1.336, -0.052, -0.359], [2.597, 0.168, 3.460], [3.624, 0.307, 2.235], [4.944, -0.251, 2.482], [2.821, -0.201, 1.030], [3.715, 1.960, 2.124], [2.684, 2.996, 1.466], [1.251, 2.185, 1.530], [2.988, 2.535, -0.193], [1.932, 2.248, -0.941], [3.085, -0.009, 4.279], [0.942, 2.047, 2.440], [-0.834, 0.393, 0.340], [-1.753, 1.183, 0.009], [-1.460, 2.516, -0.616], [-1.789, 2.520, -2.123], [-3.275, 2.706, -2.432], [-4.205, 1.640, -1.855], [-4.178, 1.570, -0.329], [-3.018, 0.828, 0.182], [-0.403, 2.710, -0.456], [-2.036, 3.297, -0.115], [-1.418, 1.595, -2.577], [-1.237, 3.340, -2.582], [-3.403, 2.731, -3.515], [-3.589, 3.686, -2.056], [-3.948, 0.655, -2.256], [-5.226, 1.858, -2.169], [-5.060, 1.061, 0.051], [-4.170, 2.576, 0.093], [-3.167, -0.092, 0.570], [-0.996, -2.762, 0.048], [0.394, -3.282, 0.117], [0.791, -4.615, 0.462], [2.150, -4.613, 0.484], [2.569, -3.289, 0.118], [3.973, -2.838, -0.050], [1.481, -2.499, -0.096], [-1.722, -3.564, 0.147], [-1.165, -2.236, -0.895], [-1.162, -2.035, 0.847], [0.119, -5.432, 0.672], [2.817, -5.436, 0.687], [4.659, -3.680, -0.035], [4.251, -2.151, 0.751], [4.093, -2.273, -0.976]],
  "atomic_forces_ev_per_a": [[-0.05, -0.56, -0.74], [0.14, -0.02, -0.02], [-0.03, 0.27, 0.36], [0.00, -0.07, -0.08], [0.05, 0.39, 0.28], [-0.18, -0.39, -0.25], [-0.07, -0.13, 0.09], [0.13, 0.08, 0.16], [0.00, 0.12, -0.05], [0.20, 0.24, 0.01], [-0.11, 0.02, -0.07], [0.03, 0.04, -0.11], [-0.02, -0.24, 0.40], [0.07, 0.16, -0.07], [0.02, -0.09, -0.18], [-0.11, 0.00, 0.12], [0.04, -0.06, -0.02], [0.07, 0.05, 0.04], [0.12, -0.03, -0.07], [-0.01, 0.02, -0.04], [0.00, 0.06, 0.03], [0.03, 0.00, 0.04], [0.01, 0.03, -0.03], [0.04, -0.03, -0.01], [-0.01, 0.05, 0.01], [0.00, -0.01, -0.03], [-0.06, -0.01, -0.01], [0.00, -0.01, 0.01], [-0.01, -0.01, 0.03], [-0.07, -0.02, 0.07], [-0.02, -0.01, 0.01], [0.13, 0.01, -0.05], [-0.09, 0.06, 0.03], [-0.01, -0.01, 0.12], [0.01, -0.13, -0.12], [0.23, 0.17, -0.11], [-0.23, 0.14, 0.06], [-0.27, 0.14, 0.23], [0.02, -0.03, -0.03], [-0.02, -0.04, -0.01], [0.00, -0.04, 0.02], [0.01, 0.03, -0.02], [-0.01, 0.04, 0.02], [-0.02, -0.03, -0.06], [0.05, -0.04, 0.10], [0.01, -0.07, -0.06]],
  "mulliken_charge": [1.195, -0.527, 0.648, -0.677, -0.020, -0.213, 0.249, -0.290, -0.074, -0.270, 0.347, 0.297, -0.558, 0.333, -0.430, -0.545, -0.795, -0.553, -0.826, -0.108, 0.023, 0.463, 0.307, 0.421, 0.348, 0.318, 0.307, 0.355, 0.440, 0.316, 0.327, -0.990, 0.659, -0.900, -0.595, 0.549, -1.092, -0.009, 0.405, 0.274, 0.180, 0.439, 0.460, 0.380, 0.162, 0.270]
}

Record 2
{
  "formula": "C12H21N3O",
  "method": "the ωB97M-V functional and the def2-TZVPD basis",
  "de_lowest_kcal_mol": 45.8,
  "gap_ev": 9.73,
  "smiles": "CC[C@@H](C)[C@H](N)C(=O)N1CCC[C@@]1(C)C#N",
  "elements": ["C", "C", "C", "C", "C", "N", "C", "O", "N", "C", "C", "C", "C", "C", "C", "N", "H", "H", "H", "H", "H", "H", "H", "H", "H", "H", "H", "H", "H", "H", "H", "H", "H", "H", "H", "H", "H"],
  "positions_angstrom": [[1.058, 2.910, 1.681], [1.255, 1.686, 2.557], [1.054, 0.377, 1.693], [1.690, -0.872, 2.395], [-0.435, 0.185, 1.435], [-1.003, -0.268, 2.733], [-0.650, -0.862, 0.367], [-0.979, -2.000, 0.673], [-0.686, -0.501, -1.017], [-0.615, 0.823, -1.499], [0.107, 0.783, -2.850], [-0.441, -0.564, -3.279], [-0.782, -1.427, -2.153], [-2.214, -1.850, -2.175], [0.161, -2.519, -1.960], [0.868, -3.415, -1.742], [1.683, 3.725, 2.043], [0.026, 3.238, 1.822], [1.243, 2.598, 0.688], [0.698, 1.736, 3.456], [2.320, 1.628, 2.717], [1.598, 0.513, 0.632], [1.999, -0.632, 3.422], [1.139, -1.872, 2.144], [2.679, -1.053, 1.972], [-1.059, 1.045, 1.033], [-1.074, -1.247, 2.789], [-0.455, 0.151, 3.507], [-1.636, 1.210, -1.548], [0.090, 1.414, -0.808], [1.231, 0.843, -2.780], [-0.265, 1.683, -3.443], [0.288, -1.035, -3.899], [-1.176, -0.304, -4.041], [-2.430, -2.658, -1.434], [-2.926, -1.055, -1.996], [-2.363, -2.413, -3.132]],
  "atomic_forces_ev_per_a": [[-1.07, 0.26, 1.91], [1.67, -1.14, -2.80], [0.99, 0.83, -1.30], [0.02, -0.86, -1.38], [-1.02, -0.28, 0.47], [-0.18, 2.41, -0.39], [-1.80, -1.44, -1.76], [0.71, 0.27, -0.16], [1.57, -0.46, 2.89], [2.47, 2.53, 1.66], [-0.46, 1.11, 0.60], [1.52, 1.49, -4.17], [-1.27, 0.50, 2.66], [-1.00, -3.59, -0.81], [1.20, -2.21, 0.54], [-1.00, 1.51, -0.54], [0.13, 0.06, -0.42], [-0.06, 0.17, -0.55], [0.29, 0.39, -1.20], [-0.41, -0.22, 0.96], [0.46, 0.11, 0.95], [-0.94, -0.01, 2.28], [-1.03, -0.54, 0.12], [0.74, 1.94, 1.14], [0.10, 0.16, -0.45], [1.26, -0.34, 0.83], [0.11, -1.27, 0.07], [-0.68, -0.85, -0.82], [0.20, 0.67, -0.20], [-1.71, -0.36, -0.73], [-1.22, -0.17, 0.19], [0.62, -1.41, 0.37], [0.69, -0.63, -0.44], [-0.98, -0.65, 0.58], [0.37, 0.86, -0.14], [0.13, 0.32, -0.38], [-0.42, 0.84, 0.42]],
  "mulliken_charge": [-1.202, -0.820, 0.396, -1.418, 0.183, -0.727, -0.121, -0.613, 0.390, -0.136, -0.605, -1.143, 1.467, -1.725, -0.190, -0.592, 0.400, 0.283, 0.262, 0.358, 0.497, 0.304, 0.344, 0.296, 0.418, 0.380, 0.294, 0.302, 0.242, -0.147, 0.294, 0.330, 0.505, 0.339, 0.347, 0.353, 0.459]
}

Record 3
{
  "formula": "C12H21N5O3",
  "method": "the ωB97M-V functional and the def2-TZVPD basis",
  "de_lowest_kcal_mol": 7.3,
  "gap_ev": 9.57,
  "smiles": "NCCCC[C@H](NC(=O)[C@@H](N)Cc1c[nH]cn1)C(=O)O",
  "elements": ["N", "C", "C", "C", "C", "C", "N", "C", "O", "C", "N", "C", "C", "C", "N", "C", "N", "C", "O", "O", "H", "H", "H", "H", "H", "H", "H", "H", "H", "H", "H", "H", "H", "H", "H", "H", "H", "H", "H", "H", "H"],
  "positions_angstrom": [[6.614, -1.231, -1.033], [5.599, -0.313, -0.512], [4.205, -0.953, -0.611], [3.101, -0.059, -0.076], [1.736, -0.724, -0.160], [0.554, 0.097, 0.382], [0.399, 1.339, -0.357], [-0.761, 2.041, -0.557], [-0.725, 3.162, -1.032], [-2.090, 1.340, -0.249], [-3.199, 2.273, -0.191], [-2.374, 0.264, -1.326], [-3.100, -0.907, -0.751], [-4.378, -1.326, -0.928], [-4.520, -2.435, -0.128], [-3.335, -2.633, 0.517], [-2.447, -1.723, 0.154], [0.706, 0.316, 1.892], [1.332, -0.393, 2.648], [0.007, 1.386, 2.328], [6.513, -1.367, -2.048], [7.531, -0.844, -0.914], [5.824, -0.113, 0.531], [5.603, 0.674, -0.995], [4.018, -1.201, -1.656], [4.228, -1.932, -0.087], [3.105, 0.884, -0.598], [3.316, 0.195, 0.979], [1.735, -1.649, 0.382], [1.498, -0.978, -1.201], [-0.370, -0.505, 0.281], [1.214, 1.909, -0.540], [-1.984, 0.852, 0.708], [-3.035, 2.995, -0.906], [-3.117, 2.801, 0.672], [-1.444, -0.089, -1.766], [-2.964, 0.730, -2.114], [-5.210, -0.962, -1.589], [-5.355, -3.005, -0.028], [-3.189, -3.441, 1.215], [0.082, 1.380, 3.277]],
  "atomic_forces_ev_per_a": [[-0.34, -0.14, -0.70], [-0.37, -0.26, -0.12], [0.60, -0.26, 0.17], [0.01, -0.29, 0.91], [-0.58, 0.35, -0.44], [0.19, 0.04, -0.02], [-0.36, 0.07, 0.08], [0.13, -0.14, -0.15], [-0.07, 0.02, 0.03], [0.22, 0.06, -0.51], [0.16, 0.57, -0.08], [-0.11, 0.04, 0.17], [0.40, 0.18, 0.11], [-1.30, 0.25, -1.00], [-0.12, -0.44, 0.36], [0.06, 0.64, -0.57], [-0.64, -0.51, 0.26], [0.25, -0.29, 0.36], [-0.44, 0.40, -0.57], [-0.04, -0.17, -0.91], [-0.13, 0.10, 0.64], [0.45, 0.16, 0.17], [0.07, -0.10, 0.27], [-0.11, -0.04, -0.19], [-0.11, 0.04, -0.22], [-0.03, 0.58, -0.11], [0.02, 0.44, -0.47], [-0.06, -0.18, -0.29], [0.16, -0.55, 0.36], [0.07, 0.10, 0.11], [0.41, 0.18, 0.01], [0.06, -0.17, 0.07], [-0.11, -0.17, 0.32], [-0.08, -0.44, 0.16], [-0.16, -0.05, 0.13], [0.12, -0.03, -0.09], [0.03, 0.01, -0.05], [1.16, -0.42, 0.95], [0.43, 0.32, -0.05], [0.07, 0.04, -0.02], [0.10, 0.08, 0.92]],
  "mulliken_charge": [-0.584, -0.634, -0.598, -0.480, -1.346, 1.339, 0.088, 0.066, -0.718, 0.221, -0.747, -0.992, 0.314, -0.591, -0.060, -0.446, -0.238, 0.081, -0.579, -0.432, 0.217, 0.235, 0.387, 0.320, 0.374, 0.275, 0.284, 0.301, 0.396, 0.496, -0.471, 0.216, 0.466, 0.335, 0.307, 0.396, 0.437, 0.349, 0.189, 0.443, 0.382]
}

Record 4
{
  "formula": "C12H22ClI2N2P2Y",
  "method": "the ωB97M-V functional and the def2-TZVPD basis",
  "de_lowest_kcal_mol": 73.2,
  "gap_ev": [4.21, 4.19],
  "total_charge": 2,
  "elements": ["I", "I", "Y", "P", "C", "C", "H", "H", "H", "H", "H", "H", "C", "H", "H", "H", "P", "C", "C", "H", "H", "H", "C", "H", "H", "H", "H", "H", "H", "Cl", "N", "C", "C", "C", "C", "C", "N", "C", "H", "H", "H", "H"],
  "positions_angstrom": [[-0.069, 2.817, -0.948], [-0.068, -2.856, -0.758], [-0.053, -0.024, -0.923], [-2.612, -0.033, -1.283], [-3.380, 0.034, 0.330], [-3.123, 1.365, -2.246], [-4.169, 1.158, -2.475], [-4.180, -1.305, -2.372], [-2.526, 1.439, -3.163], [-2.541, -1.643, -3.045], [-3.077, 0.953, 0.857], [-3.009, 2.293, -1.677], [-3.133, -1.498, -2.134], [-4.442, 0.030, 0.150], [-3.018, -2.380, -1.496], [-3.081, -0.839, 0.930], [2.482, -0.019, -1.280], [3.232, 0.058, 0.319], [3.010, -1.481, -2.132], [2.378, 1.457, -3.161], [4.026, 1.176, -2.485], [2.870, 2.307, -1.676], [2.982, 1.382, -2.249], [2.424, -1.626, -3.048], [4.057, -1.285, -2.363], [4.304, 0.061, 0.152], [2.943, -0.813, 0.922], [2.891, -2.365, -1.497], [2.923, 0.971, 0.846], [-0.069, -0.122, -3.533], [2.680, 0.009, 5.908], [1.869, 0.044, 5.033], [0.867, 0.073, 4.000], [-0.466, 0.076, 4.352], [-1.393, 0.084, 3.334], [-0.866, 0.075, 1.968], [0.453, 0.055, 1.682], [1.305, 0.067, 2.694], [-0.789, 0.068, 5.377], [-2.459, 0.092, 3.486], [-1.511, 0.080, 1.099], [2.341, 0.066, 2.505]],
  "atomic_forces_ev_per_a": [[-0.04, 0.13, 0.27], [-0.03, -0.14, 0.28], [0.07, 0.00, 0.20], [-1.20, -0.01, -0.44], [0.12, 0.02, 0.47], [-0.02, 0.59, -0.25], [-0.20, 0.22, -0.22], [-0.20, -0.24, -0.20], [-0.23, -0.10, 0.19], [-0.23, 0.12, 0.18], [-0.47, -0.21, -0.28], [-0.17, -0.24, -0.10], [-0.02, -0.62, -0.20], [-0.65, 0.00, 0.07], [-0.17, 0.23, -0.12], [-0.46, 0.18, -0.29], [1.55, 0.03, -0.72], [-0.23, 0.01, 0.75], [-0.08, -0.63, -0.21], [0.24, -0.10, 0.18], [0.22, 0.20, -0.22], [0.18, -0.23, -0.09], [-0.08, 0.58, -0.26], [0.23, 0.11, 0.17], [0.23, -0.22, -0.19], [0.40, 0.01, 0.07], [0.27, 0.15, -0.40], [0.18, 0.23, -0.11], [0.26, -0.18, -0.35], [0.05, 0.05, 1.20], [-3.35, 0.15, -3.73], [3.34, -0.11, 3.78], [1.09, -0.07, 0.93], [-0.83, 0.01, -0.44], [0.94, -0.01, -3.16], [0.66, -0.03, 2.45], [-1.35, 0.10, -0.68], [-1.05, -0.03, 0.48], [0.10, 0.01, 0.27], [-0.08, 0.01, 0.15], [0.22, 0.01, 0.60], [0.80, -0.01, -0.04]],
  "mulliken_charge": [-0.038, -0.042, 0.217, 1.098, -1.291, -1.231, 0.479, 0.481, 0.339, 0.335, 0.371, 0.393, -1.227, 0.582, 0.399, 0.351, 0.907, -1.332, -1.189, 0.320, 0.492, 0.410, -1.195, 0.319, 0.493, 0.605, 0.328, 0.403, 0.367, -0.403, -0.397, -0.368, 0.093, -0.549, -0.771, 1.343, 0.419, -0.463, 0.557, 0.500, -1.086, 0.978]
}

It is found that the E values, taken in the order of the records, are -2078.19093, -709.28153, -969.41540, -2356.00885 a.u..